(1)
15
Properties=species:S:1:pos:R:3:mulliken_charge:R:1 method="wB97M-V/def2-TZVPD" max_force_ev_per_a=3.91 lumo_energy_ev=-1.5 molar_mass_g_mol=123.246 multiplicity=1 de_lowest_ev=2.3244 total_charge=0 orbital_gap_ha=0.276 total_energy_ha=-970.7463
C 0.7925 -2.7259 0.2442 -0.754
S -0.5600 -1.6145 -0.0818 -0.071
S 1.2808 0.0869 -0.7163 -0.116
C 0.5131 1.1246 0.4851 -0.675
C -0.9620 1.5217 0.2192 -0.435
N -1.2425 1.9346 -1.1612 -0.639
H 1.2384 -3.1728 -0.7507 0.259
H 1.6961 -2.3099 0.8023 0.293
H 0.1987 -3.4369 0.8550 0.295
H 1.1408 1.9709 0.7546 0.406
H 0.6362 0.5133 1.3911 0.369
H -1.3311 2.2017 0.9546 0.325
H -1.5876 0.5895 0.3439 0.165
H -1.3896 1.0612 -1.7483 0.308
H -0.4237 2.2555 -1.5915 0.271

(2)
81
Properties=species:S:1:pos:R:3:mulliken_charge:R:1 method="wB97M-V/def2-TZVPD" max_force_ev_per_a=1.97 lumo_energy_ev=2.3 molar_mass_g_mol=680.456 multiplicity=1 total_charge=-1 orbital_gap_ha=0.148 total_energy_ha=-1949.2193
C 0.8699 4.6242 1.2907 -0.447
C 1.8186 3.6150 1.0752 -0.502
C 1.5668 2.3044 1.5156 -0.378
C 0.3741 2.0165 2.1797 0.186
Sn -0.0262 -0.0079 2.8681 0.801
C -1.7554 -0.7627 1.7973 0.248
C -2.4004 0.0369 0.8532 -0.434
C -3.5410 -0.4508 0.1935 -0.497
C -4.0149 -1.7411 0.4663 -0.418
C -3.3479 -2.5428 1.4011 -0.664
C -2.2133 -2.0515 2.0693 -0.239
C 1.6848 -1.2500 2.3403 0.070
C 1.5292 -2.3146 1.4531 -0.388
C 2.6368 -3.1181 1.1304 -0.493
C 3.8930 -2.8429 1.6878 -0.437
C 4.0403 -1.7656 2.5714 -0.578
C 2.9308 -0.9677 2.9021 -0.287
C -0.2735 -0.0754 5.0438 -1.185
C -1.6323 -0.5450 5.3937 0.427
C -2.6460 0.3137 5.6418 -1.190
C -0.5767 3.0140 2.4021 -0.281
C -0.3286 4.3225 1.9507 -0.568
H 1.0649 5.6425 0.9450 0.345
H 2.7574 3.8427 0.5634 0.350
H 2.3105 1.5241 1.3317 0.317
H -2.0307 1.0392 0.6202 0.336
H -4.0557 0.1813 -0.5348 0.354
H -4.9006 -2.1206 -0.0497 0.345
H -3.7045 -3.5536 1.6152 0.351
H -1.7055 -2.6917 2.7965 0.420
H 0.5564 -2.5340 1.0043 0.323
H 2.5128 -3.9582 0.4422 0.352
H 4.7541 -3.4667 1.4345 0.345
H 5.0173 -1.5408 3.0071 0.349
H 3.0626 -0.1329 3.5964 0.420
H 0.5314 -0.7505 5.3596 0.446
H -0.0842 0.9666 5.3393 0.539
H -1.7738 -1.6254 5.5017 0.340
H -3.6443 -0.0430 5.8937 0.339
H -2.5280 1.3779 5.4180 0.152
H -1.5150 2.7947 2.9203 0.384
H -1.0754 5.1033 2.1176 0.367
C -3.5308 -5.8462 9.3525 -0.857
O -2.3744 -5.0727 8.9640 -0.477
C -2.4554 -3.7188 8.9925 0.895
C -1.2867 -3.0107 8.6109 -0.516
C -1.3195 -1.6465 8.5316 -0.768
C -2.5084 -0.8957 8.8090 1.011
C -2.4941 0.4804 8.4726 -1.245
C -3.4349 1.5000 8.7895 1.292
C -2.9673 2.8458 8.7183 -0.946
C -3.7864 3.9195 8.9821 -0.277
C -5.0928 3.6794 9.4367 0.197
O -5.8444 4.7944 9.7989 -0.508
C -6.2133 4.9798 11.1363 0.520
C -5.7393 6.1378 11.7659 -0.456
C -5.8872 6.2552 13.1462 -0.293
C -6.5754 5.2734 13.8678 -0.481
C -7.1312 4.1771 13.2019 -0.482
C -6.9698 4.0289 11.8217 -0.300
C -5.6141 2.3808 9.4784 -0.402
C -4.8088 1.3127 9.1056 -0.794
C -3.6063 -1.6199 9.3579 -1.225
C -3.6224 -3.0014 9.3649 -0.223
H -3.1816 -6.8785 9.2864 0.240
H -3.8403 -5.6104 10.3802 0.328
H -4.3674 -5.6802 8.6591 0.323
H -0.3947 -3.5900 8.3631 0.361
H -0.4203 -1.1093 8.2238 0.278
H -1.5297 0.8531 8.1183 0.051
H -1.9286 3.0229 8.4375 0.298
H -3.4379 4.9472 8.8905 0.401
H -5.2217 6.8868 11.1683 0.412
H -5.4643 7.1242 13.6523 0.323
H -6.6919 5.3720 14.9488 0.342
H -7.6966 3.4211 13.7473 0.345
H -7.4080 3.1888 11.2861 0.262
H -6.6486 2.2186 9.7844 0.404
H -5.2689 0.3314 9.0374 0.355
H -4.4584 -1.0964 9.7799 0.370
H -4.5247 -3.5467 9.6650 0.325

(3)
65
Properties=species:S:1:pos:R:3:lowdin_spin:R:1 method="wB97M-V/def2-TZVPD" s2=3.76 max_force_ev_per_a=0.93 lumo_energy_ev="0.8 / 0.8" molar_mass_g_mol=389.439 multiplicity=4 de_lowest_ev=0.0000 total_charge=0 orbital_gap_ha="0.301 / 0.288" total_energy_ha=-2469.0036
Co 0.2607 -0.1028 0.1344 2.753
C 1.9641 -2.5955 2.7733 0.001
C 2.2427 -1.1424 2.4346 0.010
O 1.7183 -0.7851 1.2161 0.052
H 2.2807 -3.2523 1.9582 0.000
H 0.9027 -2.7528 2.9787 0.000
H 2.5336 -2.9336 3.6486 0.000
H 3.3365 -0.9754 2.4480 0.002
H 1.8330 -0.5184 3.2591 0.000
C -2.5285 1.4433 -2.8047 0.002
C -2.1132 0.2558 -1.9443 0.009
O -1.0829 0.5424 -1.0919 0.059
H -2.8082 2.3291 -2.2354 0.000
H -3.3444 1.1275 -3.4642 0.000
H -1.7087 1.7445 -3.4694 0.000
H -1.9054 -0.6050 -2.6165 0.000
H -3.0195 -0.0535 -1.3724 0.002
C -0.5464 2.9330 2.6812 0.000
C -0.2587 1.4667 2.9220 0.002
C -0.8376 0.9436 4.2192 0.001
O -0.8012 0.6931 1.8328 0.023
H -0.0267 3.5534 3.4170 0.000
H -1.6124 3.1592 2.7267 0.000
H -0.1231 3.2221 1.7185 0.000
H 0.8111 1.2609 2.8824 0.000
H -1.9230 1.0756 4.2497 0.000
H -0.4305 1.4696 5.0880 0.000
H -0.5866 -0.1056 4.3786 0.000
H -1.7206 0.9481 1.7003 0.001
C -2.8755 -3.0681 -0.2273 0.001
C -2.1854 -2.1897 0.8077 0.003
C -2.2784 -2.6944 2.2361 0.001
O -0.7980 -2.0036 0.4399 0.023
H -3.8221 -3.4408 0.1686 0.000
H -2.2942 -3.9618 -0.4734 0.000
H -3.0651 -2.4953 -1.1330 0.000
H -2.5627 -1.1709 0.7140 0.000
H -3.2773 -3.1133 2.3987 0.000
H -2.2176 -1.8838 2.9603 0.000
H -1.5456 -3.4794 2.4147 0.000
H -0.4051 -2.8661 0.2809 0.001
C 2.1833 -0.6685 -3.8326 0.001
C 1.0728 -1.1095 -2.8952 0.002
C 0.7971 -2.5874 -3.0497 0.000
O 1.4474 -0.8059 -1.5447 0.023
H 3.0977 -1.2423 -3.6464 0.000
H 2.4572 0.3779 -3.6907 0.000
H 1.8754 -0.8068 -4.8700 0.000
H 0.1987 -0.5010 -3.1184 0.000
H 0.3744 -2.8039 -4.0357 0.000
H 0.0509 -2.9487 -2.3393 0.000
H 1.7070 -3.1873 -2.9627 0.000
H 2.1887 -1.3774 -1.3147 0.000
C 0.4167 3.7284 -1.1696 0.000
C 1.4745 2.6436 -1.2412 0.002
C 2.8599 3.2175 -1.3549 0.001
O 1.3729 1.7840 -0.1068 0.020
H -0.5605 3.2861 -0.9652 0.000
H 0.3144 4.2583 -2.1206 0.000
H 0.6188 4.4713 -0.3911 0.000
H 1.2510 2.0513 -2.1308 0.000
H 3.6317 2.4476 -1.2848 0.000
H 3.0826 3.8865 -0.5120 0.000
H 2.9586 3.7999 -2.2698 0.000
H 1.9501 2.1079 0.5908 0.001

(4)
19
Properties=species:S:1:pos:R:3:mulliken_charge:R:1 method="wB97M-V/def2-TZVPD" max_force_ev_per_a=1.78 lumo_energy_ev=0.6 molar_mass_g_mol=143.142 multiplicity=1 de_lowest_ev=2.6738 total_charge=0 orbital_gap_ha=0.388 total_energy_ha=-514.4146
O -1.1144 -1.3667 -0.8134 -0.522
C -0.1082 -1.9249 -0.4502 0.283
N 0.9085 -2.4629 -1.2696 -0.264
C 1.9127 -2.9160 -0.3628 -0.096
C 2.8743 -4.0667 0.0242 -0.523
C 2.5804 -3.2483 1.3516 -0.481
C 2.7805 -1.9676 0.5212 -0.363
C 1.1106 -3.2911 0.8526 0.214
O 0.0986 -2.2722 0.8575 -0.378
H 1.0584 -2.0690 -2.1890 0.276
H 2.4819 -5.0901 -0.0301 0.256
H 3.9038 -3.9992 -0.3465 0.267
H 2.9704 -3.4762 2.3487 0.451
H 3.7987 -1.7677 0.1638 0.265
H 2.2925 -1.0567 0.8866 0.251
H 0.6150 -4.2712 0.8772 0.368
H 0.3520 0.5886 -2.6150 0.292
O -0.0664 1.2491 -2.0256 -0.605
H -0.7825 1.6294 -2.5425 0.307